Record 1
ORCA calculation (the ωB97M-V functional and the def2-TZVPD basis) on C51H37F2MnN5P2STe as an isolated structure.

CARTESIAN COORDINATES (ANGSTROEM)
Mn (0.058, -0.099, 0.117)
N (-3.312, -0.944, -2.378)
C (-3.835, -1.488, -1.223)
C (-5.001, -2.183, -1.001)
C (-5.264, -2.607, 0.301)
C (-4.372, -2.322, 1.322)
C (-3.193, -1.614, 1.083)
C (-2.905, -1.198, -0.206)
N (-1.820, -0.494, -0.742)
C (-2.121, -0.314, -2.081)
C (-1.351, 0.359, -2.980)
C (-1.060, 0.149, -4.440)
S (-0.523, 1.811, -4.953)
C (0.315, 1.969, -3.297)
N (-0.037, 0.756, -2.529)
H (-3.765, -0.898, -3.271)
H (-5.694, -2.393, -1.807)
H (-6.172, -3.156, 0.510)
H (-4.588, -2.646, 2.332)
H (-2.537, -1.395, 1.912)
H (-1.853, -0.226, -5.081)
H (1.392, 1.989, -3.439)
F (1.648, -5.189, -0.735)
C (1.195, -4.271, 0.133)
C (0.913, -2.998, -0.323)
C (0.454, -2.051, 0.581)
C (0.262, -2.379, 1.936)
C (0.587, -3.679, 2.326)
F (0.455, -4.057, 3.615)
C (1.054, -4.639, 1.456)
C (-0.277, -1.343, 2.837)
C (-0.664, -1.530, 4.163)
C (-1.239, -0.475, 4.851)
C (-1.420, 0.745, 4.223)
C (-1.002, 0.863, 2.911)
N (-0.451, -0.146, 2.241)
H (1.085, -2.784, -1.369)
H (1.293, -5.633, 1.802)
H (-0.534, -2.487, 4.638)
H (-1.554, -0.616, 5.877)
H (-1.873, 1.588, 4.725)
H (-1.108, 1.785, 2.354)
Te (3.972, 2.291, 0.710)
C (4.847, 3.851, -0.401)
C (4.683, 3.948, -1.778)
C (5.282, 5.003, -2.448)
N (6.023, 5.939, -1.858)
C (6.181, 5.829, -0.542)
C (5.618, 4.820, 0.227)
C (2.398, 1.854, -0.584)
P (2.260, 0.112, -0.904)
C (2.147, -0.247, -2.676)
C (3.004, -0.005, -3.673)
C (2.570, -0.124, -5.071)
C (1.316, -0.437, -5.412)
C (0.247, -0.751, -4.410)
C (0.710, -0.464, -2.976)
C (3.590, -0.905, -0.216)
C (4.633, -1.405, -0.984)
C (5.627, -2.180, -0.398)
C (5.577, -2.470, 0.955)
C (4.529, -1.984, 1.727)
C (3.545, -1.209, 1.144)
P (0.753, 2.378, 0.085)
C (-0.470, 2.914, -1.138)
C (-0.110, 3.286, -2.538)
C (-1.202, 4.056, -3.214)
C (-2.455, 4.145, -2.708)
C (-2.784, 3.540, -1.476)
C (-1.761, 2.957, -0.703)
C (1.099, 3.989, 0.861)
C (0.547, 4.350, 2.083)
C (0.753, 5.621, 2.600)
C (1.504, 6.546, 1.890)
C (2.046, 6.197, 0.660)
C (1.843, 4.928, 0.147)
H (4.072, 3.228, -2.309)
H (5.159, 5.100, -3.522)
H (6.780, 6.598, -0.066)
H (5.771, 4.818, 1.299)
H (4.021, 0.315, -3.481)
H (3.302, 0.081, -5.842)
H (1.056, -0.490, -6.463)
H (-0.042, -1.801, -4.526)
H (0.301, -1.232, -2.316)
H (4.675, -1.210, -2.045)
H (6.436, -2.559, -1.008)
H (6.347, -3.080, 1.408)
H (4.479, -2.209, 2.785)
H (2.731, -0.835, 1.758)
H (0.795, 3.908, -2.527)
H (-0.965, 4.534, -4.155)
H (-3.216, 4.682, -3.259)
H (-3.794, 3.573, -1.094)
H (-2.012, 2.567, 0.279)
H (-0.032, 3.636, 2.655)
H (0.329, 5.888, 3.560)
H (1.666, 7.537, 2.292)
H (2.637, 6.910, 0.101)
H (2.285, 4.654, -0.802)

Cartesian forces, eV/Å:
Mn -0.55 -0.34 -0.20
N 0.08 -0.06 -0.10
C 0.04 -0.02 0.13
C -0.08 -0.04 0.04
C 0.02 0.01 0.01
C 0.01 0.02 -0.02
C 0.03 -0.02 0.12
C -0.11 0.02 -0.07
N -0.24 0.15 -0.03
C 0.25 -0.03 -0.07
C -0.12 0.13 0.09
C 0.05 -0.13 -0.03
S 0.00 0.06 -0.02
C 0.01 -0.04 0.02
N -0.16 -0.02 0.02
H -0.03 0.05 0.01
H 0.00 0.01 -0.02
H -0.01 -0.01 0.01
H -0.02 -0.02 0.01
H -0.01 0.00 -0.06
H -0.01 0.04 -0.03
H 0.00 0.00 -0.04
F 0.00 0.00 -0.01
C 0.02 0.00 0.01
C -0.05 -0.09 0.21
C 0.17 0.21 -0.17
C 0.08 -0.12 -0.05
C -0.04 0.04 -0.01
F 0.01 0.00 0.00
C -0.01 0.03 -0.04
C 0.00 -0.02 -0.02
C 0.03 0.07 -0.07
C 0.00 -0.05 0.02
C 0.01 0.06 -0.06
C -0.01 -0.02 0.04
N 0.11 -0.06 -0.05
H 0.03 0.02 0.00
H 0.00 -0.01 -0.01
H 0.00 0.01 0.02
H 0.00 0.01 0.01
H -0.01 -0.01 0.01
H -0.03 -0.01 0.03
Te 0.24 0.15 -0.11
C 0.11 0.05 -0.09
C -0.02 0.04 0.08
C -0.05 -0.05 -0.08
N 0.03 0.04 -0.01
C 0.02 0.03 0.08
C 0.01 0.00 -0.06
C -0.40 -0.14 0.37
P -0.01 0.42 0.29
C 0.22 0.04 -0.07
C -0.06 -0.19 0.03
C -0.06 -0.03 0.04
C 0.08 0.01 -0.08
C -0.03 0.00 -0.02
C -0.02 -0.02 0.06
C 0.03 -0.03 -0.05
C 0.01 -0.07 -0.02
C -0.03 0.00 -0.01
C 0.00 0.00 0.02
C 0.04 -0.01 0.00
C -0.04 0.07 0.10
P 0.57 -0.47 -0.25
C 0.09 0.23 0.01
C 0.02 -0.04 0.00
C -0.08 0.05 -0.01
C 0.03 0.00 -0.05
C 0.07 -0.04 0.07
C -0.06 0.05 -0.04
C -0.25 0.04 0.17
C 0.06 -0.05 0.05
C 0.05 0.08 0.00
C -0.04 -0.01 0.05
C 0.04 0.00 -0.02
C -0.07 0.01 -0.04
H -0.01 -0.03 0.00
H 0.00 0.01 0.00
H 0.01 0.01 -0.01
H 0.00 -0.02 0.02
H 0.03 0.01 0.01
H 0.01 0.00 -0.02
H -0.03 0.01 0.00
H -0.01 0.01 0.06
H 0.08 -0.05 -0.06
H -0.01 0.02 -0.01
H 0.02 -0.01 0.00
H 0.01 0.00 0.01
H 0.01 -0.02 0.01
H 0.00 0.02 -0.04
H 0.00 -0.01 0.01
H 0.00 0.00 -0.02
H -0.01 0.02 0.00
H -0.02 0.00 -0.02
H 0.03 0.02 0.01
H 0.01 -0.02 -0.01
H -0.01 0.00 0.01
H 0.00 0.01 0.01
H 0.01 0.02 -0.01
H -0.04 0.02 0.00

Output
E in eV: -134395.31923
Expectation value of S²: 9.023
HOMO (alpha / beta) in eV: -6.34 / -6.41
Charge: 0
2S+1: 6

=====

Record 2
ORCA calculation (the ωB97M-V functional and the def2-TZVPD basis) on C51H40IIrO6P3 as an isolated structure in a non-equilibrium geometry.

CARTESIAN COORDINATES (ANGSTROEM)
Ir (0.224, -0.592, -0.598)
O (0.615, 0.854, 0.751)
P (0.302, 2.307, 0.375)
C (-1.427, 2.384, 0.999)
P (-2.505, 1.164, 0.170)
O (-1.767, -0.114, -0.203)
C (-3.769, 0.715, 1.354)
C (-5.124, 0.938, 1.130)
C (-6.052, 0.526, 2.077)
C (-5.629, -0.107, 3.235)
C (-4.277, -0.342, 3.455)
C (-3.346, 0.066, 2.517)
C (-3.271, 1.994, -1.212)
C (-3.927, 3.213, -1.009)
C (-4.582, 3.827, -2.059)
C (-4.580, 3.233, -3.318)
C (-3.926, 2.029, -3.520)
C (-3.272, 1.400, -2.468)
C (1.264, 3.418, 1.376)
C (1.336, 3.166, 2.746)
C (2.088, 4.000, 3.555)
C (2.764, 5.079, 2.999)
C (2.703, 5.321, 1.634)
C (1.957, 4.487, 0.816)
C (0.093, 2.880, -1.317)
C (0.361, 2.121, -2.451)
C (0.022, 2.604, -3.706)
C (-0.557, 3.856, -3.837)
C (-0.810, 4.629, -2.710)
C (-0.503, 4.138, -1.454)
H (-1.890, 3.369, 0.949)
H (-1.361, 2.095, 2.051)
H (-5.457, 1.419, 0.221)
H (-7.106, 0.696, 1.906)
H (-6.356, -0.426, 3.971)
H (-3.951, -0.846, 4.355)
H (-2.292, -0.135, 2.675)
H (-3.947, 3.675, -0.028)
H (-5.097, 4.765, -1.900)
H (-5.095, 3.713, -4.139)
H (-3.928, 1.565, -4.498)
H (-2.782, 0.447, -2.626)
H (0.828, 2.309, 3.172)
H (2.152, 3.808, 4.617)
H (3.350, 5.731, 3.634)
H (3.244, 6.152, 1.205)
H (1.930, 4.650, -0.253)
H (0.856, 1.161, -2.374)
H (0.225, 2.002, -4.581)
H (-0.808, 4.234, -4.819)
H (-1.257, 5.609, -2.808)
H (-0.718, 4.745, -0.582)
O (-2.488, -1.607, -2.853)
C (-1.756, -2.109, -2.039)
O (-0.430, -1.939, -2.028)
C (-2.216, -3.085, -1.008)
C (-3.491, -3.622, -1.078)
C (-3.840, -4.665, -0.235)
C (-2.899, -5.183, 0.645)
C (-1.631, -4.626, 0.731)
C (-1.294, -3.537, -0.069)
P (0.338, -2.750, -0.066)
C (1.418, -3.876, -0.971)
C (0.966, -5.164, -1.261)
C (1.789, -6.050, -1.938)
C (3.056, -5.661, -2.347)
C (3.494, -4.371, -2.087)
C (2.678, -3.482, -1.405)
C (0.884, -2.698, 1.674)
C (2.162, -2.165, 1.863)
C (2.697, -2.023, 3.130)
C (1.952, -2.396, 4.241)
C (0.669, -2.890, 4.068)
C (0.131, -3.040, 2.795)
H (-4.175, -3.237, -1.822)
H (-4.829, -5.101, -0.287)
H (-3.147, -6.033, 1.267)
H (-0.907, -5.070, 1.399)
H (-0.023, -5.490, -0.975)
H (1.428, -7.048, -2.153)
H (3.692, -6.356, -2.879)
H (4.469, -4.044, -2.424)
H (2.997, -2.466, -1.255)
H (2.743, -1.849, 1.004)
H (3.694, -1.617, 3.245)
H (2.366, -2.291, 5.235)
H (0.070, -3.161, 4.928)
H (-0.891, -3.373, 2.711)
I (9.267, 0.020, -0.036)
C (7.204, 0.158, -0.295)
C (6.634, 1.373, -0.650)
C (5.262, 1.457, -0.815)
C (4.452, 0.339, -0.646)
C (5.040, -0.868, -0.283)
C (6.412, -0.964, -0.106)
C (2.971, 0.527, -0.831)
O (2.528, 1.671, -0.847)
O (2.259, -0.563, -0.911)
H (7.255, 2.246, -0.793)
H (4.801, 2.397, -1.086)
H (4.436, -1.746, -0.113)
H (6.857, -1.906, 0.182)

Cartesian forces, eV/Å:
Ir 0.09 -0.09 -0.44
O 0.33 0.01 0.03
P -0.54 -0.06 0.38
C 0.10 -0.03 0.10
P -0.04 -0.07 0.11
O 0.03 -0.10 -0.21
C 0.00 0.05 0.02
C 0.02 -0.02 0.03
C -0.01 0.00 -0.01
C -0.02 0.00 0.00
C 0.03 -0.01 0.00
C -0.02 0.01 -0.01
C 0.00 0.03 0.01
C 0.00 -0.01 0.04
C 0.01 0.02 -0.02
C 0.01 0.00 0.01
C 0.01 0.00 -0.03
C 0.05 -0.03 0.00
C 0.10 0.06 -0.18
C -0.01 -0.01 -0.01
C -0.01 0.00 0.00
C 0.01 0.00 0.01
C 0.00 0.00 -0.01
C 0.01 -0.03 0.00
C -0.08 0.10 -0.01
C -0.08 -0.05 -0.04
C 0.00 -0.05 0.03
C -0.03 0.05 0.01
C -0.03 0.00 -0.04
C 0.01 -0.08 -0.01
H 0.02 0.01 -0.06
H -0.03 0.01 0.01
H -0.01 0.00 0.00
H 0.00 0.00 0.00
H 0.00 0.00 0.00
H 0.00 0.00 0.00
H 0.01 -0.01 0.01
H 0.00 0.00 0.00
H 0.00 0.00 0.00
H 0.00 0.00 0.00
H 0.00 0.00 0.01
H 0.00 0.04 0.00
H 0.00 0.00 0.01
H 0.00 0.00 0.00
H 0.00 0.00 0.00
H 0.00 0.00 0.00
H 0.01 0.01 0.00
H -0.04 0.02 -0.03
H 0.00 -0.01 0.01
H 0.00 0.01 0.01
H 0.00 0.00 -0.01
H 0.00 -0.01 0.00
O -0.01 -0.10 -0.04
C 0.10 0.05 -0.14
O 0.18 0.42 -0.37
C -0.07 -0.03 -0.02
C -0.01 0.01 0.00
C 0.02 0.01 0.00
C 0.01 -0.01 0.05
C -0.06 0.05 0.08
C -0.04 -0.08 -0.13
P -0.49 0.19 0.91
C -0.02 0.07 -0.15
C 0.04 -0.07 0.02
C -0.01 -0.02 0.01
C 0.00 0.03 0.00
C 0.00 -0.01 0.02
C 0.09 -0.01 -0.06
C 0.27 -0.04 -0.04
C 0.16 -0.15 -0.02
C -0.01 0.01 -0.03
C -0.01 0.00 -0.02
C -0.03 0.00 0.00
C -0.05 0.24 0.05
H 0.00 -0.01 0.00
H 0.00 0.00 -0.01
H -0.01 0.00 -0.01
H 0.02 0.04 0.04
H 0.02 0.02 0.00
H 0.01 0.00 -0.01
H 0.00 0.00 0.00
H 0.00 -0.02 0.00
H 0.02 0.02 -0.02
H -0.09 -0.03 0.11
H 0.00 0.01 0.02
H 0.00 0.00 0.00
H 0.02 -0.01 0.01
H -0.03 -0.07 -0.08
I -0.01 0.00 0.00
C 0.03 -0.02 0.01
C -0.02 0.02 0.01
C 0.03 0.00 -0.06
C -0.03 -0.03 -0.17
C -0.03 0.02 0.00
C -0.01 0.00 0.02
C -0.05 -0.08 0.49
O 0.03 0.05 -0.07
O 0.13 -0.23 -0.13
H 0.00 0.00 0.00
H 0.00 0.01 0.00
H -0.01 -0.04 -0.05
H 0.00 0.00 0.00

Output
E in eV: -104626.21077
HOMO in eV: -10.52
Charge: +1
Relative energy (zero: lowest compared OMol25 entry of this formula, charge and spin) in kJ/mol: 170.42